Record 1
{"formula": "C2H6N2", "method": "ωB97M-V/def2-TZVPD", "lumo_energy_ev": 1.0390, "de_lowest_kcal_mol": 24.33, "smiles": "[H]/N=C/NC", "orbital_gap_ev": 9.89, "elements": ["H", "N", "C", "N", "C", "H", "H", "H", "H", "H"], "coordinates": [[-0.040, 2.466, -0.941], [-0.393, 1.523, -0.794], [0.568, 0.705, -0.666], [0.363, -0.590, -0.252], [-0.569, -0.896, 0.808], [1.622, 0.949, -0.817], [1.033, -1.292, -0.514], [-0.163, -1.631, 1.491], [-0.894, 0.037, 1.269], [-1.527, -1.270, 0.416]], "atomic_forces_ev_per_a": [[0.0, -0.1, -0.2], [0.0, 0.3, 0.6], [0.0, -0.4, 0.0], [0.3, 0.1, 0.0], [-1.4, 0.1, -0.9], [0.0, 0.1, -0.3], [0.2, 0.2, 0.2], [0.1, 0.1, 0.3], [0.5, 0.0, 0.4], [0.2, -0.3, 0.0]]}

---

Record 2
{"formula": "C2H6N2", "method": "ωB97M-V/def2-TZVPD", "lumo_energy_ev": 1.0588, "de_lowest_kcal_mol": 52.82, "smiles": "C=N.C=N", "orbital_gap_ev": 11.20, "elements": ["C", "N", "H", "H", "H", "C", "N", "H", "H", "H"], "coordinates": [[0.018, -2.224, -1.915], [-1.049, -1.548, -1.817], [0.733, -2.078, -2.729], [0.244, -3.005, -1.198], [-1.087, -0.838, -2.551], [-0.144, 1.989, 1.952], [1.054, 2.325, 1.779], [-1.002, 2.428, 1.442], [-0.421, 1.188, 2.659], [1.653, 1.762, 2.378]], "atomic_forces_ev_per_a": [[-0.3, 0.4, -0.4], [0.4, -0.1, 0.2], [0.1, 0.0, 0.1], [-0.1, -0.1, 0.1], [-0.1, -0.1, 0.0], [-0.6, -0.9, 0.8], [0.2, 0.4, -0.3], [0.4, 0.3, -0.2], [0.0, 0.2, -0.2], [0.1, 0.0, 0.0]]}

---

Record 3
{"formula": "C2H6N2", "method": "ωB97M-V/def2-TZVPD", "lumo_energy_ev": [0.5521, -4.7452], "de_lowest_kcal_mol": 91.70, "spin_multiplicity": 3, "orbital_gap_ev": [3.82, 5.87], "elements": ["C", "C", "N", "N", "H", "H", "H", "H", "H", "H"], "coordinates": [[1.169, 1.641, -0.031], [-0.014, -1.028, -0.159], [1.234, 2.727, -0.333], [-0.982, 0.088, 0.160], [-1.259, -0.079, 1.056], [-1.870, -0.105, -0.473], [1.105, 0.631, 0.220], [0.566, -0.847, -1.003], [-0.589, -1.971, -0.160], [0.639, -1.056, 0.721]], "atomic_forces_ev_per_a": [[-1.4, -10.7, 3.2], [-1.6, 0.1, 2.6], [0.6, 11.0, -3.1], [-0.4, -2.1, -5.2], [-0.9, 0.4, 3.6], [1.7, 1.2, 1.0], [0.9, -0.3, 0.2], [0.6, 0.2, -1.8], [0.4, 0.3, -0.4], [0.1, -0.2, -0.1]]}

---

Record 4
{"formula": "C2H6N2O", "method": "ωB97M-V/def2-TZVPD", "lumo_energy_ev": 0.3714, "de_lowest_kcal_mol": 108.41, "smiles": "[H]/N=C(/C)NO", "orbital_gap_ev": 9.78, "elements": ["H", "N", "C", "C", "N", "O", "H", "H", "H", "H", "H"], "coordinates": [[-1.736, 0.323, -0.704], [-0.975, -0.156, -1.205], [0.077, -0.065, -0.446], [1.340, -0.600, -1.162], [0.320, 0.269, 0.928], [-0.829, 0.331, 1.703], [1.643, -1.714, -0.966], [2.010, 0.137, -1.010], [0.827, -0.356, -2.296], [1.101, 0.729, 1.324], [-1.136, 1.440, 1.610]], "atomic_forces_ev_per_a": [[-0.3, -0.5, -0.1], [0.4, 1.7, 2.8], [1.4, -1.9, -0.6], [-4.6, -1.7, -3.0], [-2.6, -1.7, -2.3], [-1.1, 5.7, -0.3], [-0.6, 2.4, -0.3], [3.3, 1.8, 0.4], [2.3, -1.4, 2.8], [0.9, 0.3, -0.1], [0.8, -4.8, 0.6]]}

---

Record 5
{"formula": "C2H6N2O", "method": "ωB97M-V/def2-TZVPD", "lumo_energy_ev": 1.0919, "de_lowest_kcal_mol": 62.92, "smiles": "CO/C=N/N", "orbital_gap_ev": 9.81, "elements": ["C", "O", "C", "N", "N", "H", "H", "H", "H", "H", "H"], "coordinates": [[0.456, -1.780, 0.374], [-0.497, -0.949, 0.962], [-0.668, 0.274, 0.449], [-0.076, 0.692, -0.630], [-0.351, 2.029, -1.073], [1.372, -1.246, 0.251], [0.126, -2.175, -0.653], [0.741, -2.623, 1.065], [-1.262, 0.825, 1.178], [-0.372, 2.726, -0.348], [0.531, 2.226, -1.576]], "atomic_forces_ev_per_a": [[0.5, -1.9, -1.1], [-0.4, -0.3, 0.4], [1.3, 1.1, -1.5], [-1.6, -0.5, 2.2], [1.5, -0.9, -0.9], [0.7, 0.6, -0.4], [0.4, 0.5, 1.5], [-1.0, 0.8, -0.6], [-0.2, 0.5, -0.5], [-0.2, 0.0, 0.8], [-1.0, 0.2, 0.0]]}

---

Record 6
{"formula": "C2H6N2O", "method": "ωB97M-V/def2-TZVPD", "lumo_energy_ev": 0.5764, "de_lowest_kcal_mol": 100.61, "smiles": "[H]/N=C(\\C)NO", "orbital_gap_ev": 9.66, "elements": ["H", "N", "C", "C", "N", "O", "H", "H", "H", "H", "H"], "coordinates": [[0.614, 1.004, -1.867], [0.244, 1.424, -1.017], [0.053, 0.456, -0.241], [0.498, -0.851, -0.501], [-0.869, 0.615, 0.698], [-1.026, -0.337, 1.789], [-0.255, -1.566, -0.916], [1.165, -1.453, 0.245], [0.907, -0.467, -1.454], [-1.300, 1.501, 1.007], [-0.033, -0.327, 2.256]], "atomic_forces_ev_per_a": [[0.5, 1.0, -0.1], [0.3, 1.6, -1.4], [-2.3, 1.3, 1.3], [1.8, -4.1, -1.8], [-2.5, 0.2, 4.0], [4.6, 0.9, 0.3], [0.0, 0.6, 1.0], [-1.0, 1.5, -1.5], [1.7, -2.2, 0.3], [0.9, -0.7, -0.8], [-3.9, -0.1, -1.5]]}

---

Record 7
{"formula": "C2H6N2O", "method": "ωB97M-V/def2-TZVPD", "lumo_energy_ev": 0.8242, "de_lowest_kcal_mol": 96.76, "smiles": "CO/C=N\\N", "orbital_gap_ev": 9.68, "elements": ["C", "O", "C", "N", "N", "H", "H", "H", "H", "H", "H"], "coordinates": [[-0.068, 1.159, -1.312], [-0.275, 0.473, -0.056], [0.522, -0.678, 0.017], [0.279, -1.633, 0.926], [-0.724, -1.229, 1.790], [0.825, 1.845, -1.179], [-0.911, 1.952, -1.743], [0.021, 0.208, -2.095], [1.274, -0.714, -0.745], [-0.132, -1.273, 2.703], [-0.811, -0.110, 1.695]], "atomic_forces_ev_per_a": [[-0.4, -0.2, -2.2], [0.3, -0.2, -0.4], [-1.9, -2.0, 2.3], [1.7, 3.8, -4.1], [1.2, 3.2, 3.1], [-0.6, -1.2, -0.6], [1.5, -2.6, 1.8], [0.1, 3.2, 1.4], [0.3, -0.6, -0.1], [-2.0, -0.3, -1.4], [-0.3, -3.1, 0.3]]}

---

Record 8
{"formula": "C2H6N2O", "method": "ωB97M-V/def2-TZVPD", "lumo_energy_ev": 0.8085, "de_lowest_kcal_mol": 53.65, "smiles": "NC=O.C=N", "orbital_gap_ev": 11.02, "elements": ["N", "C", "O", "H", "H", "H", "C", "N", "H", "H", "H"], "coordinates": [[-2.512, 1.182, -0.229], [-1.488, 2.155, 0.004], [-0.740, 2.115, 0.986], [-2.582, 0.438, 0.371], [-3.331, 1.421, -0.833], [-1.142, 2.850, -0.747], [2.739, -2.413, -0.748], [2.135, -3.110, 0.118], [3.251, -2.768, -1.682], [2.951, -1.397, -0.704], [1.904, -2.416, 0.944]], "atomic_forces_ev_per_a": [[0.6, 4.5, -2.7], [0.9, -2.4, 2.1], [-1.6, -0.3, -1.2], [-0.2, -1.8, 1.9], [1.4, -0.4, 0.9], [-1.1, 0.4, -1.0], [0.8, -1.5, -1.1], [-0.1, 1.8, 1.5], [-1.0, -0.8, 0.8], [0.0, 2.2, 0.7], [0.2, -1.8, -1.9]]}

---

Record 9
{"formula": "C2H6N2O", "method": "ωB97M-V/def2-TZVPD", "lumo_energy_ev": 0.8439, "de_lowest_kcal_mol": 33.86, "smiles": "CC(=O)NN", "orbital_gap_ev": 10.49, "elements": ["C", "C", "O", "N", "N", "H", "H", "H", "H", "H", "H"], "coordinates": [[0.646, 1.357, -0.011], [0.645, -0.116, 0.020], [1.612, -0.877, -0.051], [-0.642, -0.648, 0.121], [-1.812, 0.109, -0.064], [0.248, 1.771, 0.961], [1.706, 1.633, -0.097], [0.004, 1.837, -0.778], [-0.735, -1.678, 0.046], [-2.289, -0.283, -0.928], [-2.396, 0.064, 0.754]], "atomic_forces_ev_per_a": [[0.6, 1.7, 0.9], [-1.0, -2.0, -0.6], [-1.1, 1.3, 0.3], [0.4, -1.3, 0.1], [0.0, -0.6, -1.9], [0.5, -0.5, -0.9], [-0.4, 0.3, -0.1], [0.5, -0.6, 0.3], [0.4, 1.1, 0.2], [0.4, 0.9, 1.7], [-0.3, -0.2, 0.1]]}

---

Record 10
{"formula": "C2H6N2O", "method": "ωB97M-V/def2-TZVPD", "lumo_energy_ev": 0.8949, "de_lowest_kcal_mol": 15.85, "smiles": "NCC(N)=O", "orbital_gap_ev": 10.56, "elements": ["N", "C", "C", "N", "O", "H", "H", "H", "H", "H", "H"], "coordinates": [[-0.430, 0.109, 1.480], [-0.479, -0.732, 0.315], [-0.008, 0.031, -0.927], [1.226, 0.619, -0.873], [-0.507, -0.107, -2.026], [-1.086, -0.152, 2.210], [-0.640, 1.086, 1.301], [-1.436, -1.147, -0.015], [0.157, -1.616, 0.439], [1.710, 1.011, -0.095], [1.493, 0.898, -1.810]], "atomic_forces_ev_per_a": [[-0.2, 0.6, 1.0], [-0.5, 0.1, -1.2], [1.4, -1.3, -0.1], [-0.2, 0.3, -0.8], [-0.8, 0.0, 0.2], [0.2, -0.3, -0.1], [0.0, -0.2, -0.3], [-0.3, 0.3, 0.4], [0.2, 0.3, 0.0], [-0.1, -0.1, 0.6], [0.2, 0.3, 0.4]]}